[1]
{"formula": "C4H10N2O", "method": "the ωB97M-V functional and the def2-TZVPD basis", "species": ["O", "C", "N", "C", "N", "C", "C", "H", "H", "H", "H", "H", "H", "H", "H", "H", "H"], "xyz": [[0.396, -0.408, 2.155], [-0.101, -0.185, 1.064], [0.286, -0.903, -0.044], [0.411, -0.483, -1.427], [0.137, -1.574, -2.350], [-0.997, 1.004, 0.710], [-0.159, 2.251, 0.517], [0.715, -1.807, 0.076], [1.376, -0.012, -1.582], [-0.293, 0.333, -1.670], [0.704, -1.399, -3.175], [-0.846, -1.549, -2.614], [-1.607, 0.688, -0.135], [-1.696, 1.149, 1.542], [0.002, 2.883, 1.387], [-0.535, 2.862, -0.314], [0.862, 2.049, 0.167]], "lowdin_spin": [0.010, 0.026, 0.008, 0.297, 0.105, 0.057, 0.050, 0.007, 0.070, 0.079, 0.102, 0.092, 0.046, 0.005, 0.002, 0.031, 0.013], "relative_energy_kcal_mol": 2.2, "spin_multiplicity": 2, "orbital_gap_ev": [3.0, 9.5], "total_charge": -1, "e_homo_ev": [1.03, -5.63], "e_lumo_ev": [4.028, 3.877]}

---

[2]
{"formula": "C4H10N2O", "method": "the ωB97M-V functional and the def2-TZVPD basis", "species": ["N", "C", "C", "C", "N", "C", "O", "H", "H", "H", "H", "H", "H", "H", "H", "H", "H"], "xyz": [[2.145, -0.130, 0.558], [1.665, 0.320, -0.762], [0.186, 0.474, -0.685], [-0.555, -0.815, -0.353], [-1.936, -0.728, 0.283], [-2.105, 0.235, 1.236], [-3.181, 0.766, 1.446], [1.700, 0.368, 1.330], [3.137, 0.076, 0.662], [1.982, -0.388, -1.533], [2.072, 1.285, -1.154], [-0.207, 0.744, -1.670], [-0.183, 1.186, 0.050], [-0.734, -1.423, -1.287], [-0.006, -1.499, 0.286], [-2.599, -0.805, -0.471], [-1.380, 0.333, 2.065]], "nbo_charge": [-0.840, -0.217, -0.433, -0.226, -0.616, 0.496, -0.589, 0.352, 0.361, 0.191, 0.176, 0.214, 0.204, 0.195, 0.214, 0.392, 0.127], "relative_energy_kcal_mol": 39.9, "orbital_gap_ev": 10.4, "e_homo_ev": -9.53, "smiles": "NCCCNC=O", "e_lumo_ev": 0.914}

---

[3]
{"formula": "C4H10N2O", "method": "the ωB97M-V functional and the def2-TZVPD basis", "species": ["C", "C", "N", "H", "H", "H", "H", "H", "C", "C", "N", "O", "H", "H", "H", "H", "H"], "xyz": [[1.374, 1.176, -0.006], [0.593, -0.592, 1.420], [0.295, 0.596, 0.778], [2.178, 1.516, 0.658], [0.998, 2.014, -0.595], [1.823, 0.470, -0.723], [-0.013, -0.744, 2.314], [1.650, -0.855, 1.528], [-1.231, 0.464, -1.414], [-1.158, -0.062, -0.004], [-0.119, -1.627, 0.365], [-2.143, -0.150, 0.703], [-0.871, -2.225, 0.707], [0.451, -1.781, -0.462], [-1.995, -0.107, -1.951], [-1.553, 1.505, -1.382], [-0.278, 0.401, -1.937]], "nbo_charge": [-0.423, -0.013, -0.567, 0.202, 0.207, 0.143, 0.201, 0.188, -0.718, 0.735, -0.803, -0.660, 0.418, 0.395, 0.234, 0.250, 0.212], "relative_energy_kcal_mol": 85.8, "orbital_gap_ev": 9.0, "e_homo_ev": -8.21, "e_lumo_ev": 0.831}

---

[4]
{"formula": "C4H10N2O", "method": "the ωB97M-V functional and the def2-TZVPD basis", "species": ["N", "C", "C", "C", "C", "N", "O", "H", "H", "H", "H", "H", "H", "H", "H", "H", "H"], "xyz": [[1.468, -1.161, -0.723], [1.818, -0.184, 0.323], [1.273, 1.143, 0.057], [-0.191, 1.158, 0.265], [-1.332, 0.673, -0.542], [-2.115, -0.292, -0.405], [-1.380, -0.910, 0.752], [2.150, -1.848, -0.667], [0.594, -1.500, -0.339], [3.097, -0.282, 0.375], [1.605, -0.586, 1.448], [1.646, 1.838, 0.647], [1.644, 1.051, -1.102], [-0.646, 2.128, 0.446], [-0.300, 0.565, 1.096], [-1.869, 1.383, -1.345], [-1.758, -2.040, 0.706]], "nbo_charge": [-0.846, -0.190, -0.422, -0.507, 0.115, -0.124, -0.672, 0.356, 0.366, 0.178, 0.159, 0.217, 0.225, 0.233, 0.253, 0.183, 0.475], "relative_energy_kcal_mol": 157.1, "orbital_gap_ev": 10.3, "e_homo_ev": -9.67, "smiles": "NCCC/C=N\\O", "e_lumo_ev": 0.659}

---

[5]
{"formula": "C4H10N2O", "method": "the ωB97M-V functional and the def2-TZVPD basis", "species": ["N", "C", "C", "C", "N", "C", "O", "H", "H", "H", "H", "H", "H", "H", "H", "H", "H"], "xyz": [[0.257, -1.874, -1.811], [-0.661, -0.772, -1.340], [-0.038, 0.511, -0.656], [0.350, 0.470, 0.844], [-0.720, -0.119, 1.651], [0.650, 1.942, 1.214], [1.665, 2.452, 0.838], [1.151, -1.461, -1.504], [0.248, -2.656, -1.105], [-1.419, -0.546, -2.099], [-1.166, -1.142, -0.403], [0.840, 0.785, -1.252], [-0.796, 1.275, -0.833], [1.415, -0.042, 0.899], [-0.318, -0.350, 2.578], [-1.217, -0.943, 1.359], [-0.240, 2.470, 1.621]], "nbo_charge": [-0.814, -0.216, -0.421, -0.154, -0.854, 0.443, -0.508, 0.341, 0.348, 0.201, 0.159, 0.219, 0.216, 0.181, 0.366, 0.373, 0.119], "relative_energy_kcal_mol": 61.3, "orbital_gap_ev": 10.5, "e_homo_ev": -9.71, "smiles": "NCC[C@H](N)C=O", "e_lumo_ev": 0.779}

---

[6]
{"formula": "C4H10N2O", "method": "the ωB97M-V functional and the def2-TZVPD basis", "species": ["H", "N", "C", "C", "C", "C", "N", "H", "H", "H", "H", "H", "H", "H", "O", "H", "H"], "xyz": [[1.731, 1.876, -0.756], [2.398, 1.209, -0.361], [1.856, 0.192, 0.122], [0.341, -0.356, -0.155], [0.126, -1.770, 0.325], [-0.192, 0.726, 0.698], [-0.600, 1.807, 0.143], [-0.930, 2.518, 0.790], [2.485, -0.532, 0.635], [0.155, -0.189, -1.216], [0.730, -2.467, -0.251], [0.386, -1.879, 1.377], [-0.925, -2.024, 0.218], [-0.287, 0.479, 1.764], [-2.407, -0.124, -0.828], [-2.869, -0.238, -1.671], [-1.999, 0.772, -0.835]], "nbo_charge": [0.350, -0.581, 0.145, -0.335, -0.615, 0.170, -0.722, 0.350, 0.163, 0.246, 0.218, 0.206, 0.243, 0.175, -0.976, 0.471, 0.494], "relative_energy_kcal_mol": 59.2, "orbital_gap_ev": 10.1, "e_homo_ev": -9.40, "smiles": "[H]/N=C\\[C@@H](C)/C=N/[H].O", "e_lumo_ev": 0.725}

---

[7]
{"formula": "C4H10N2O", "method": "the ωB97M-V functional and the def2-TZVPD basis", "species": ["C", "C", "N", "C", "N", "C", "O", "H", "H", "H", "H", "H", "H", "H", "H", "H", "H"], "xyz": [[-0.390, 1.474, -0.716], [0.108, 0.079, -1.097], [-0.801, -0.560, -2.150], [0.403, -0.817, 0.232], [1.029, -0.119, 1.287], [0.346, -0.358, 2.443], [-0.485, -1.253, 2.567], [-1.388, 1.434, -0.126], [-0.521, 1.998, -1.768], [0.497, 2.046, -0.262], [1.080, 0.137, -1.553], [-0.483, -1.515, -2.420], [-1.750, -0.907, -1.646], [0.920, -1.753, 0.090], [-0.627, -1.100, 0.541], [1.563, 0.790, 1.346], [0.499, 0.425, 3.233]], "nbo_charge": [-0.642, -0.046, -0.831, -0.256, -0.633, 0.519, -0.616, 0.224, 0.237, 0.209, 0.181, 0.359, 0.343, 0.199, 0.226, 0.412, 0.114], "relative_energy_kcal_mol": 54.7, "orbital_gap_ev": 10.4, "e_homo_ev": -9.59, "smiles": "C[C@H](N)CNC=O", "e_lumo_ev": 0.834}

---

[8]
{"formula": "C4H10N2O", "method": "the ωB97M-V functional and the def2-TZVPD basis", "species": ["N", "C", "C", "N", "C", "C", "O", "H", "H", "H", "H", "H", "H", "H", "H", "H", "H"], "xyz": [[1.877, -1.648, -1.607], [0.696, -1.373, -0.770], [0.556, -0.015, -0.177], [1.387, 0.309, 0.937], [-0.932, 0.105, 0.222], [-1.526, 1.336, 0.922], [-2.588, 1.797, 0.615], [2.675, -2.117, -1.185], [1.696, -2.380, -2.282], [-0.103, -1.644, -1.460], [0.706, -2.074, 0.077], [0.674, 0.703, -1.019], [1.540, 1.268, 1.220], [2.346, -0.005, 0.821], [-1.717, -0.060, -0.518], [-1.120, -0.577, 1.070], [-0.921, 1.770, 1.729]], "nbo_charge": [-0.846, -0.219, -0.061, -0.854, -0.514, 0.453, -0.527, 0.353, 0.357, 0.210, 0.176, 0.174, 0.374, 0.366, 0.232, 0.225, 0.101], "relative_energy_kcal_mol": 52.9, "orbital_gap_ev": 10.4, "e_homo_ev": -9.55, "smiles": "NC[C@H](N)CC=O", "e_lumo_ev": 0.860}

---

[9]
{"formula": "C4H10N2O", "method": "the ωB97M-V functional and the def2-TZVPD basis", "species": ["C", "N", "C", "N", "H", "H", "H", "H", "H", "H", "C", "C", "O", "H", "H", "H", "H"], "xyz": [[-1.985, 1.748, -2.691], [-0.614, 1.298, -2.510], [-0.320, 0.684, -1.459], [-1.208, 0.387, -0.369], [-2.411, 1.211, -3.538], [-1.990, 2.816, -2.899], [-2.620, 1.573, -1.819], [0.700, 0.322, -1.311], [-1.067, -0.573, -0.087], [-0.911, 0.924, 0.445], [1.874, -0.263, 1.894], [1.097, -1.192, 2.434], [1.441, -2.514, 2.374], [1.575, 0.773, 1.958], [2.795, -0.527, 1.394], [0.158, -0.950, 2.919], [0.806, -3.023, 2.879]], "nbo_charge": [-0.460, -0.400, 0.257, -0.891, 0.204, 0.202, 0.199, 0.149, 0.369, 0.370, -0.514, 0.129, -0.680, 0.206, 0.214, 0.167, 0.480], "relative_energy_kcal_mol": 66.1, "orbital_gap_ev": 10.0, "e_homo_ev": -9.39, "smiles": "C/N=C\\N.C=CO", "e_lumo_ev": 0.564}

---

[10]
{"formula": "C4H10N2O", "method": "the ωB97M-V functional and the def2-TZVPD basis", "species": ["N", "C", "C", "C", "C", "N", "O", "H", "H", "H", "H", "H", "H", "H", "H", "H", "H"], "xyz": [[1.913, -1.020, -0.009], [2.072, 0.507, -0.131], [0.720, 1.200, 0.357], [-0.396, 0.391, 1.059], [-1.260, -0.373, 0.007], [-1.945, 0.560, -0.868], [-1.442, -1.528, -0.294], [2.341, -1.569, 0.631], [1.294, -1.317, -0.619], [2.317, 0.730, -1.177], [2.865, 0.897, 0.433], [0.301, 1.748, -0.403], [1.090, 2.060, 1.020], [-0.921, 1.243, 1.519], [0.086, -0.271, 1.838], [-2.622, 0.097, -1.539], [-1.803, 1.480, -0.971]], "nbo_charge": [-0.872, -0.215, -0.395, -0.513, 0.698, -0.877, -0.588, 0.375, 0.363, 0.189, 0.193, 0.191, 0.198, 0.237, 0.245, 0.400, 0.372], "relative_energy_kcal_mol": 56.7, "orbital_gap_ev": 9.6, "e_homo_ev": -8.72, "smiles": "NCCCC(N)=O", "e_lumo_ev": 0.929}